Formula: C5H8CuLiO4
Source: OMol25
Level of theory: ωB97M-V/def2-TZVPD

The geometry in ORCA input format:
```
! RIJCOSX wB97M-V def2-TZVPD def2/J DEFGRID3
* xyz 0 3
C -2.58 -1.26 -0.09
C -1.21 -1.24 0.51
O -0.43 -2.19 0.13
Li 0.91 -1.93 -1.11
H -3.23 -0.55 0.44
H -2.51 -1.04 -1.17
H -2.98 -2.29 -0.05
H -1.02 -1.00 1.58
H -0.60 0.36 0.41
O 0.94 1.96 1.39
C 2.32 -0.56 -0.23
C 0.22 1.64 0.34
O 3.00 -0.73 0.78
O 2.29 0.83 -0.54
C 1.04 1.38 -0.92
Cu 2.78 1.28 1.41
H -0.62 2.33 0.13
H 1.23 2.32 -1.46
H 0.47 0.67 -1.55
*
```

Results
ΔE to the lowest compared entry with this formula, charge and spin in kJ/mol: 116.7
Highest occupied orbital energy (alpha / beta) in eV: -5.8 / -8.6
HOMO-LUMO gap (alpha / beta) in eV: 5.69 / 6.24
LUMO energy (alpha / beta) in Eh: -0.003 / -0.086